No. 1
C11H15N | the ωB97M-V functional and the def2-TZVPD basis

Structure (XYZ):
```
27
Properties=species:S:1:pos:R:3:mulliken_charge:R:1
C -2.10 -4.32 1.83 -0.956
C -1.81 -4.50 0.35 -0.731
H -1.81 -5.25 2.38 0.311
H -1.45 -3.64 2.38 0.271
H -3.08 -4.02 2.19 0.316
H -0.75 -4.69 0.24 0.236
H -2.40 -5.33 -0.05 0.320
H -2.14 -3.62 -0.18 0.240
C 3.27 0.24 0.08 -1.198
C 0.78 0.79 -0.06 0.870
C 2.14 1.03 -0.43 0.308
C -0.02 1.84 -0.63 0.119
C 2.15 2.23 -1.08 -0.570
C -1.38 -0.14 0.58 -0.835
C -2.03 0.93 0.02 -0.248
C -0.01 -0.22 0.54 -0.184
C -1.46 1.98 -0.67 -0.973
N 0.88 2.75 -1.17 -0.055
H -1.93 -0.84 1.19 0.447
H -3.13 0.86 0.03 0.291
H 0.49 -1.04 1.05 0.245
H -1.86 2.67 -1.39 0.344
H 2.81 -0.62 0.61 0.239
H 3.84 0.63 0.92 0.289
H 2.95 2.61 -1.69 0.373
H 0.60 3.56 -1.69 0.184
H 3.95 -0.33 -0.56 0.345
```

Its SMILES is Cc1c[nH]c2ccccc12.CC. As for the total charge: 0. The electronic energy comes out at -13139.5960 eV.

No. 2
C11H15N | the ωB97M-V functional and the def2-TZVPD basis

Structure (XYZ):
```
27
Properties=species:S:1:pos:R:3:mulliken_charge:R:1
C 0.65 -1.06 -3.45 -1.717
C 1.01 0.73 -0.16 -0.218
C 1.13 -0.46 -0.93 1.076
C 0.75 -0.16 -2.25 0.608
C 0.68 1.22 -2.35 -0.672
C 1.40 0.69 1.23 -0.607
C 1.52 -0.54 1.84 -0.412
C 1.31 -1.72 -0.30 -0.876
C 1.50 -1.72 1.05 -0.396
N 0.86 1.74 -1.11 -0.043
H 1.03 2.76 -0.85 0.269
H 1.20 1.56 1.91 0.321
H 0.35 1.84 -3.13 0.456
H 1.28 -0.56 2.92 0.323
H 1.70 -2.52 -0.89 0.351
H 1.57 -1.09 -3.98 0.357
H -0.04 -0.79 -4.15 0.450
H 1.80 -2.67 1.51 0.356
H 0.54 -2.09 -3.20 0.381
C -1.76 0.64 1.91 -0.510
C -3.26 0.50 2.20 -1.023
H -1.12 0.67 2.77 0.288
H -1.31 -0.13 1.28 0.166
H -1.55 1.63 1.49 0.242
H -3.78 1.56 2.00 0.206
H -3.62 0.17 3.12 0.345
H -3.82 -0.20 1.54 0.279
```

Its SMILES is Cc1c[nH]c2ccccc12.CC. As for the total charge: 0. The electronic energy comes out at -13138.9905 eV.

No. 3
C11H15N | the ωB97M-V functional and the def2-TZVPD basis

Structure (XYZ):
```
27
Properties=species:S:1:pos:R:3:mulliken_charge:R:1
C -0.41 -0.30 3.61 -0.857
C -0.27 1.13 3.20 -0.655
H -0.67 -1.10 2.75 0.185
H 0.49 -0.82 3.94 0.290
H -1.20 -0.45 4.32 0.337
H -0.17 1.68 4.20 0.298
H -1.03 1.58 2.56 0.211
H 0.56 1.45 2.65 0.179
C -2.53 1.06 -1.37 -1.336
C -0.36 -0.23 -1.10 0.945
C -1.06 1.01 -0.96 0.618
C 0.87 0.05 -0.32 -0.059
C -0.38 1.92 -0.12 -1.044
C -0.43 -1.45 -1.80 -0.556
C 0.53 -2.35 -1.57 -0.470
C 1.87 -1.99 -1.12 -0.502
C 1.99 -0.80 -0.53 -0.589
N 0.89 1.36 0.14 -0.025
H -1.38 -1.66 -2.36 0.260
H 0.56 -3.46 -1.82 0.275
H 2.79 -2.52 -1.33 0.379
H -3.08 2.01 -1.43 0.386
H -3.04 0.56 -0.56 0.292
H -0.70 2.87 0.09 0.533
H 1.50 1.90 0.82 0.367
H 2.85 -0.40 0.04 0.270
H -2.62 0.52 -2.36 0.270
```

Its SMILES is Cc1c[nH]c2ccccc12.CC. As for the total charge: 0. The electronic energy comes out at -13138.1911 eV.

No. 4
C11H15N | the ωB97M-V functional and the def2-TZVPD basis

Structure (XYZ):
```
27
Properties=species:S:1:pos:R:3:mulliken_charge:R:1
C -2.45 -2.40 0.92 -0.622
C -1.37 -2.44 -0.30 -0.821
H -3.37 -1.80 0.43 0.192
H -2.62 -3.49 1.21 0.297
H -2.05 -1.71 1.74 0.121
H -1.74 -2.58 -1.26 0.406
H -0.70 -3.14 -0.10 0.351
H -0.87 -1.35 -0.44 0.063
C 0.63 0.59 2.53 -1.292
C 0.30 1.67 -1.00 0.233
C 0.84 0.79 -0.04 0.582
C 0.15 1.01 1.18 0.686
C -0.92 1.89 1.00 -0.757
C 1.84 0.85 -2.51 0.039
C 0.89 1.80 -2.34 -0.970
C 2.40 -0.09 -1.62 -0.932
C 1.81 -0.14 -0.35 -0.039
N -0.75 2.28 -0.41 -0.167
H 2.21 0.94 -3.57 0.230
H 0.55 2.24 -3.28 0.326
H 3.04 -0.94 -1.86 0.352
H 2.39 -0.75 0.43 0.187
H -0.90 3.18 -0.70 0.232
H -1.71 2.30 1.63 0.391
H 1.28 -0.28 2.58 0.329
H -0.17 0.13 3.12 0.335
H 1.29 1.44 3.02 0.248
```

Its SMILES is Cc1c[nH]c2ccccc12.CC. As for the total charge: 0. The electronic energy comes out at -13137.7976 eV.

No. 5
C11H15N | the ωB97M-V functional and the def2-TZVPD basis

Structure (XYZ):
```
27
Properties=species:S:1:pos:R:3:mulliken_charge:R:1
C 2.12 2.11 -2.65 -1.248
C 1.23 0.73 0.68 -0.430
C 0.83 1.35 -0.53 0.897
C 2.03 1.38 -1.39 0.567
C 3.04 0.96 -0.57 -0.639
C -0.96 0.97 1.60 -0.555
C 0.38 0.62 1.79 -0.496
C -1.40 1.32 0.33 -0.685
C -0.50 1.63 -0.71 -0.304
N 2.59 0.48 0.63 -0.055
H -1.60 0.90 2.46 0.421
H 0.89 0.42 2.72 0.367
H -2.36 1.75 0.06 0.345
H -0.93 2.30 -1.45 0.279
H 3.09 -0.12 1.27 0.224
H 4.07 0.92 -0.90 0.393
H 1.93 1.54 -3.57 0.271
H 3.06 2.64 -2.81 0.332
H 1.32 2.86 -2.69 0.315
C -1.62 -3.17 0.47 -0.766
C -3.05 -2.91 0.90 -0.839
H -1.06 -3.46 1.37 0.245
H -1.63 -4.10 -0.11 0.303
H -1.09 -2.48 -0.17 0.242
H -3.41 -3.61 1.68 0.299
H -3.09 -1.91 1.35 0.196
H -3.91 -3.09 0.25 0.320
```

Its SMILES is Cc1c[nH]c2ccccc12.CC. As for the total charge: 0. The electronic energy comes out at -13139.5767 eV.

No. 6
C11H15N | the ωB97M-V functional and the def2-TZVPD basis

Structure (XYZ):
```
27
Properties=species:S:1:pos:R:3:mulliken_charge:R:1
C 3.16 -2.92 -1.30 -1.213
C 1.14 -0.48 0.66 -0.076
C 1.66 -0.92 -0.57 1.228
C 2.15 -2.26 -0.39 0.162
C 1.89 -2.57 0.91 -0.515
C 0.68 1.65 -0.22 -0.455
C 0.65 0.80 0.87 -0.835
C 1.10 1.23 -1.48 -0.687
C 1.67 -0.03 -1.65 -0.541
N 1.28 -1.52 1.54 -0.024
H 0.25 2.64 -0.15 0.408
H 0.22 1.15 1.80 0.375
H 1.03 1.82 -2.39 0.379
H 1.77 -0.39 -2.67 0.272
H 0.80 -1.52 2.42 0.212
H 1.95 -3.51 1.43 0.410
H 2.87 -3.92 -1.62 0.320
H 4.14 -2.96 -0.84 0.267
H 3.24 -2.31 -2.20 0.307
C -4.07 2.51 0.17 -0.795
C -3.86 1.51 1.30 -0.717
H -3.23 2.43 -0.54 0.216
H -4.93 2.32 -0.47 0.306
H -4.07 3.52 0.54 0.270
H -4.07 0.51 0.95 0.271
H -2.87 1.54 1.75 0.160
H -4.54 1.67 2.15 0.297
```

Its SMILES is Cc1c[nH]c2ccccc12.CC. As for the total charge: 0. The electronic energy comes out at -13140.2378 eV.

No. 7
C11H15N | the ωB97M-V functional and the def2-TZVPD basis

Structure (XYZ):
```
27
Properties=species:S:1:pos:R:3:mulliken_charge:R:1
C 0.37 -3.33 2.37 -1.119
C -0.50 -2.36 1.62 -0.430
H -0.20 -4.05 2.99 0.322
H 0.91 -3.94 1.64 0.300
H 1.06 -2.99 3.16 0.312
H -0.99 -1.67 2.32 0.211
H 0.18 -1.95 0.91 0.144
H -1.34 -2.78 1.09 0.292
C 1.10 1.95 1.54 -1.454
C -0.79 0.50 -1.35 0.008
C 0.34 1.15 -0.84 0.792
C 0.13 1.23 0.58 1.021
C -0.96 0.51 0.92 -1.506
C -0.21 1.22 -3.53 -0.406
C -1.21 0.84 -2.63 -0.765
C 1.05 1.60 -3.06 -0.417
C 1.38 1.53 -1.68 -0.586
N -1.52 -0.04 -0.28 -0.028
H -0.52 1.42 -4.58 0.304
H -2.27 0.85 -2.88 0.322
H 1.71 2.02 -3.79 0.393
H 2.23 1.99 -1.21 0.318
H -2.50 -0.24 -0.35 0.249
H -1.51 0.28 1.80 0.651
H 2.08 1.64 1.29 0.396
H 0.95 1.62 2.56 0.361
H 1.04 3.02 1.39 0.318
```

Its SMILES is Cc1c[nH]c2ccccc12.CC. As for the total charge: 0. The electronic energy comes out at -13139.3125 eV.

No. 8
C11H15N2 | the ωB97M-V functional and the def2-TZVPD basis

Structure (XYZ):
```
28
Properties=species:S:1:pos:R:3:mulliken_charge:R:1
C 0.81 -1.52 -0.78 -0.617
C -0.52 -1.49 -0.59 -0.120
C 4.38 -0.85 0.84 -1.025
C 4.11 0.21 0.07 1.049
C -3.80 0.26 -0.02 1.001
C 2.78 0.31 -0.60 -0.202
C -2.74 -0.58 0.15 -1.022
C 1.76 -0.52 -0.68 0.084
C -1.34 -0.31 -0.21 0.759
C 5.03 1.40 0.25 -1.743
C -5.07 -0.38 0.59 -1.153
N -3.92 1.56 -0.34 -0.450
N -0.68 0.82 -0.30 -0.616
H 1.18 -2.44 -1.17 0.447
H -0.99 -2.49 -0.76 0.328
H 5.34 -0.94 1.39 0.245
H 3.83 -1.78 0.89 0.269
H 2.69 1.24 -0.97 0.506
H -3.02 -1.58 0.57 0.180
H 4.74 1.89 1.06 0.443
H 5.99 1.10 0.58 0.422
H 5.02 2.02 -0.53 0.495
H -5.82 -0.23 -0.19 0.389
H -5.41 0.26 1.55 0.281
H -4.98 -1.49 0.77 0.302
H -4.75 2.08 -0.24 0.238
H -1.28 1.63 -0.16 0.268
H -3.35 1.84 -1.13 0.243
```

As for the total charge: +1. The electronic energy comes out at -14618.1614 eV.